DFT (wB97M-V/def2-TZVPD) results for one molecule with the formula C6H10N2O at a distorted geometry.

- maximum force (eV/A) = 2.18
- SMILES string = CN1C[C@@]1(C)C(N)=C=O
- E_HOMO (eV) = -8.06
- ΔE to the lowest compared entry with this formula, charge and spin (kJ/mol) = 289.3

Element x y z (Å)
C -1.2446 -0.2462 1.0730
C 0.1165 -2.2639 0.2784
C -1.2405 0.9516 -1.2363
N -0.7307 -1.1383 0.0667
C 1.8916 -0.0684 0.3058
C 0.9033 0.7678 0.1111
C -0.4986 0.2954 -0.0956
N 1.1351 2.1731 -0.0381
O 2.9188 -0.5749 0.5816
H 2.0160 2.4440 0.3831
H 1.1152 2.4560 -1.0134
H -2.3215 -0.1442 1.1027
H -0.7531 -0.2462 2.0413
H 0.8312 -2.1082 1.0960
H -0.5015 -3.1211 0.5508
H 0.6367 -2.4905 -0.6541
H -2.1525 0.3916 -1.4262
H -0.6420 0.9402 -2.1455
H -1.4793 1.9821 -0.9814

Atomic partial charges in e from the Mulliken method, atoms 1 to 5:
1 C -0.711
2 C -0.856
3 C -1.702
4 N -0.369
5 C 0.426